Record 1
ORCA calculation (the ωB97M-V functional and the def2-TZVPD basis) on a molecular structure, C3H7N2O2.

```
14
C3H7N2O2 the ωB97M-V functional and the def2-TZVPD basis
C 0.08 0.71 0.05
N 1.37 0.54 -0.48
C 2.35 -0.31 0.23
O 3.27 -0.68 -0.52
O 2.14 -0.50 1.43
C -0.97 -0.31 -0.40
N -2.47 0.17 0.62
H 0.19 0.62 1.13
H -0.38 1.70 -0.12
H 1.56 0.31 -1.45
H -0.62 -1.33 -0.59
H -1.80 0.17 -0.92
H -1.58 -0.54 0.74
H -3.14 -0.55 0.28
```

Values from the calculation:
- Charge: -1
- ΔE to the lowest compared entry with this formula, charge and spin: 4.412 eV
- Gap between HOMO and LUMO: 8.200 eV
- HOMO energy: -0.16026 hartree
- E_LUMO: 3.839 eV
- Spin multiplicity: 1
- DFT total energy: -378.41596 hartree


Record 2
ORCA calculation (the ωB97M-V functional and the def2-TZVPD basis) on a molecular structure, C24H53AsFN5O6P2S2SeV.

```
96
C24H53AsFN5O6P2S2SeV the ωB97M-V functional and the def2-TZVPD basis
V 0.10 0.76 0.70
C -5.99 1.42 -2.67
C -4.84 0.45 -2.44
O -3.65 1.13 -2.13
P -3.20 1.25 -0.58
S -3.65 -0.48 0.32
S -1.59 2.40 -0.52
O -4.43 2.25 -0.10
C -4.27 2.83 1.18
C -5.56 3.53 1.57
H -6.91 0.86 -2.87
H -5.77 2.07 -3.51
H -6.11 2.03 -1.78
H -4.65 -0.15 -3.34
H -5.08 -0.23 -1.61
H -3.43 3.54 1.15
H -4.04 2.05 1.91
H -5.85 4.25 0.80
H -5.42 4.06 2.51
H -6.36 2.81 1.69
C -3.19 1.43 4.42
C -3.06 0.12 3.66
As -1.28 -0.09 2.72
C -1.38 -2.05 2.44
C -1.64 -2.94 3.66
C -0.21 -0.10 4.40
C 0.50 1.22 4.67
H -4.21 1.59 4.76
H -2.89 2.27 3.79
H -2.53 1.43 5.29
H -3.83 0.04 2.89
H -3.21 -0.72 4.35
H -0.41 -2.31 1.99
H -2.16 -2.21 1.70
H -0.92 -2.75 4.45
H -1.58 -3.99 3.38
H -2.64 -2.76 4.06
H 0.55 -0.88 4.28
H -0.86 -0.36 5.25
H 1.16 1.43 3.83
H 1.08 1.19 5.59
H -0.22 2.04 4.74
C 3.21 -2.40 0.67
C 3.99 -1.22 0.08
C 4.67 -1.64 -1.23
C 5.05 -0.75 1.09
O 3.11 -0.13 -0.09
P 2.27 0.28 -1.41
O 1.84 -0.87 -2.25
O 1.31 1.31 -0.94
O 3.43 1.02 -2.34
C 3.88 2.34 -2.17
C 2.89 3.31 -2.81
C 5.23 2.40 -2.90
C 4.07 2.70 -0.69
H 3.85 -3.26 0.80
H 2.37 -2.63 0.02
H 2.79 -2.10 1.63
H 5.46 -2.35 -1.02
H 5.08 -0.76 -1.72
H 3.93 -2.08 -1.89
H 5.64 -1.59 1.45
H 4.54 -0.28 1.92
H 5.72 -0.02 0.63
H 2.74 3.04 -3.86
H 3.25 4.34 -2.75
H 1.94 3.22 -2.29
H 5.10 2.11 -3.94
H 5.94 1.72 -2.45
H 5.65 3.41 -2.87
H 3.13 2.56 -0.17
H 4.40 3.73 -0.60
H 4.81 2.04 -0.24
Se -0.55 4.76 3.07
C 0.04 3.36 2.20
N 0.42 2.38 1.70
F 1.20 -0.41 1.94
C -0.18 -3.09 -4.50
C 0.38 -3.97 -3.39
C 1.88 -3.73 -3.24
C -0.35 -3.75 -2.05
N -0.51 -2.39 -1.62
C -1.30 -1.42 -2.13
N -1.24 -0.38 -1.37
N -0.41 -0.69 -0.37
N 0.02 -1.90 -0.48
H 0.27 -3.37 -5.46
H 0.07 -2.05 -4.31
H -1.26 -3.20 -4.58
H 0.20 -5.03 -3.65
H 2.02 -2.71 -2.89
H 2.38 -3.84 -4.21
H 2.32 -4.43 -2.53
H 0.20 -4.25 -1.25
H -1.35 -4.19 -2.12
H -1.89 -1.52 -3.01
```

Values from the calculation:
- Charge: -2
- ΔE to the lowest compared entry with this formula, charge and spin: 1.557 eV
- Gap between HOMO and LUMO (alpha / beta): 5.416 / 4.099 eV
- HOMO energy (alpha / beta): -0.03938 / 0.00946 hartree
- E_LUMO (alpha / beta): 4.345 / 4.357 eV
- Expectation value of S²: 0.914
- Spin multiplicity: 2
- DFT total energy: -8831.96804 hartree


Record 3
ORCA calculation (the ωB97M-V functional and the def2-TZVPD basis) on 6 unconnected molecules or ions with the total composition C56H68F6N8O4.

```
142
C56H68F6N8O4 the ωB97M-V functional and the def2-TZVPD basis
C -3.99 -6.99 1.03
O -3.91 -7.39 -0.33
O -2.86 -6.95 1.70
C -5.04 -5.90 1.32
F -4.55 -4.64 1.03
F -6.14 -6.08 0.59
F -5.39 -5.90 2.61
C -3.45 -6.42 -1.26
C -3.45 -7.09 -2.62
H -4.39 -7.28 -3.13
H -2.97 -6.35 -3.28
H -2.93 -8.04 -2.59
H -2.39 -6.22 -1.03
H -4.03 -5.49 -1.28
H -4.53 -7.91 1.40
C -0.93 -0.49 0.41
O -0.67 -1.73 -0.31
O -0.34 0.53 -0.22
C -2.45 -0.52 0.82
F -3.30 -0.40 -0.23
F -2.72 -1.68 1.42
F -2.75 0.44 1.72
C -1.53 -2.22 -1.34
C -1.01 -3.55 -1.83
H -1.19 -4.42 -1.20
H -1.39 -3.86 -2.81
H 0.09 -3.50 -1.86
H -1.47 -1.52 -2.19
H -2.57 -2.26 -1.02
H -0.45 -0.60 1.40
C 4.53 7.14 6.20
N 4.57 5.93 5.34
C 4.91 4.77 5.91
C 4.64 3.57 5.30
C 4.08 3.59 4.01
C 3.87 4.82 3.39
C 4.05 5.98 4.10
C 3.79 2.30 3.34
C 3.90 2.16 1.95
C 3.64 0.95 1.36
N 3.18 -0.08 2.10
C 3.10 0.00 3.44
C 3.32 1.20 4.06
C 2.94 -1.42 1.51
H 3.81 6.93 6.99
H 4.26 8.02 5.64
H 5.50 7.37 6.65
H 5.40 4.82 6.88
H 4.72 2.67 5.89
H 3.49 4.87 2.38
H 3.69 6.94 3.77
H 4.28 2.96 1.33
H 3.84 0.74 0.32
H 2.80 -0.86 4.03
H 3.22 1.27 5.14
H 3.92 -1.89 1.43
H 2.39 -1.37 0.57
H 2.31 -1.98 2.19
C 7.05 -3.98 0.35
N 5.65 -4.28 0.77
C 5.32 -4.23 2.08
C 4.03 -4.52 2.45
C 3.01 -4.79 1.53
C 3.43 -4.86 0.20
C 4.73 -4.58 -0.16
C 1.59 -4.90 1.87
C 0.54 -4.47 1.06
C -0.72 -4.32 1.58
N -0.97 -4.74 2.84
C 0.02 -5.18 3.64
C 1.27 -5.40 3.15
C -2.28 -4.37 3.40
H 7.39 -4.87 -0.18
H 7.62 -3.78 1.25
H 7.05 -3.10 -0.28
H 6.10 -3.97 2.77
H 3.70 -4.43 3.48
H 2.75 -5.12 -0.61
H 5.07 -4.62 -1.18
H 0.78 -4.10 0.08
H -1.62 -4.13 1.01
H -0.27 -5.38 4.66
H 2.06 -5.81 3.76
H -2.64 -5.26 3.92
H -2.99 -4.08 2.63
H -2.21 -3.50 4.05
C 0.05 -0.04 -3.62
N 0.74 0.67 -4.74
C 0.35 1.89 -5.14
C 0.95 2.48 -6.24
C 2.02 1.88 -6.90
C 2.33 0.58 -6.50
C 1.75 0.04 -5.38
C 2.86 2.61 -7.88
C 3.61 1.93 -8.83
C 4.44 2.58 -9.71
N 4.52 3.92 -9.68
C 3.88 4.64 -8.73
C 3.03 4.00 -7.86
C 5.47 4.61 -10.59
H -0.68 0.62 -3.18
H 0.73 -0.32 -2.82
H -0.42 -0.93 -4.04
H -0.49 2.27 -4.58
H 0.56 3.45 -6.54
H 3.12 0.01 -6.96
H 1.97 -0.93 -4.96
H 3.63 0.84 -8.83
H 4.97 2.04 -10.49
H 4.14 5.69 -8.79
H 2.49 4.52 -7.08
H 6.48 4.41 -10.21
H 5.24 5.66 -10.67
H 5.51 4.08 -11.54
C -2.89 2.54 -1.67
N -3.71 2.96 -0.52
C -3.48 4.05 0.22
C -4.34 4.50 1.21
C -5.38 3.65 1.60
C -5.59 2.51 0.82
C -4.81 2.21 -0.26
C -6.31 4.00 2.71
C -5.90 4.87 3.72
C -6.72 5.15 4.80
N -7.94 4.60 4.88
C -8.35 3.73 3.94
C -7.56 3.41 2.86
C -8.87 5.02 5.98
H -3.04 1.48 -1.83
H -1.84 2.78 -1.49
H -3.30 3.01 -2.56
H -2.59 4.60 -0.05
H -4.09 5.47 1.60
H -6.49 1.95 0.99
H -5.02 1.39 -0.92
H -5.01 5.48 3.66
H -6.46 5.85 5.58
H -9.31 3.26 4.13
H -8.01 2.70 2.18
H -8.92 4.20 6.69
H -9.81 5.36 5.57
H -8.40 5.88 6.43
```

Values from the calculation:
- Charge: +6
- ΔE to the lowest compared entry with this formula, charge and spin: 0.000 eV
- Gap between HOMO and LUMO: 1.412 eV
- HOMO energy: -0.53746 hartree
- E_LUMO: -13.213 eV
- Spin multiplicity: 1
- DFT total energy: -3510.51686 hartree


Record 4
ORCA calculation (the ωB97M-V functional and the def2-TZVPD basis) on 2 unconnected molecules or ions with the total composition C4H5NO2.

```
12
C4H5NO2 the ωB97M-V functional and the def2-TZVPD basis
C -0.93 0.29 -0.42
C 1.96 -0.67 0.07
C -1.54 -0.66 0.18
C 2.32 0.35 0.78
N -0.35 1.33 -0.79
O -2.89 -0.62 0.49
O 1.65 -1.62 -0.49
H -1.26 -1.64 0.15
H 1.49 0.96 1.13
H 3.42 0.77 0.72
H -0.44 1.68 -1.73
H -3.43 -0.18 -0.10
```

Values from the calculation:
- Charge: 0
- Structure (SMILES): N=C=CO.C=C=O
- ΔE to the lowest compared entry with this formula, charge and spin: 4.036 eV
- Gap between HOMO and LUMO: 9.389 eV
- HOMO energy: -0.32529 hartree
- E_LUMO: 0.537 eV
- Spin multiplicity: 1
- DFT total energy: -360.52109 hartree


Record 5
ORCA calculation (the ωB97M-V functional and the def2-TZVPD basis) on a single C4H9N3 molecule.

```
16
C4H9N3 the ωB97M-V functional and the def2-TZVPD basis
C -0.35 0.43 -0.11
C 0.64 0.69 1.37
N 0.61 0.24 -1.16
N -0.95 -0.87 0.00
N -1.24 1.51 -0.40
C 0.98 -1.11 -1.07
C -0.05 -1.79 -0.51
H -1.43 -1.09 0.86
H 1.37 0.92 -1.20
H -1.86 1.71 0.38
H -1.79 1.32 -1.23
H 1.83 -1.48 -1.61
H -0.18 -2.85 -0.37
H 1.08 1.69 1.26
H -0.07 0.70 2.20
H 1.41 -0.05 1.59
```

Values from the calculation:
- Charge: 0
- Structure (SMILES): CC1(N)NC=CN1
- ΔE to the lowest compared entry with this formula, charge and spin: 1.625 eV
- Gap between HOMO and LUMO: 7.967 eV
- HOMO energy: -0.25478 hartree
- E_LUMO: 1.035 eV
- Spin multiplicity: 1
- DFT total energy: -322.03064 hartree